# C11H15N

A 2-piece molecular cluster, C11H15N overall at a distorted geometry (the ωB97M-V functional and the def2-TZVPD basis, the Open Molecules 2025 dataset).

As for the total energy: -482.8839 a.u. The molar mass comes out at 161.25 g/mol. Its SMILES is Cc1c[nH]c2ccccc12.CC. Its relative energy (zero: lowest compared OMol25 entry of this formula, charge and spin) is 19.6 kcal per mole. For the HOMO-LUMO gap, the calculation gives 8.834 eV. The HOMO energy is -7.93 eV. Its charge is 0.

Last column: natural (NBO) charge in e.
Atoms and positions in Å:
1 C 2.389 -2.404 0.570  -0.63
2 C -0.020 0.378 0.994  0.16
3 C 1.120 -0.163 0.356  -0.11
4 C 1.136 -1.582 0.725  -0.07
5 C -0.005 -1.828 1.422  -0.05
6 C -0.319 1.760 0.807  -0.25
7 C 0.653 2.497 0.207  -0.21
8 C 1.901 2.011 -0.237  -0.24
9 C 2.112 0.645 -0.154  -0.18
10 N -0.776 -0.657 1.468  -0.53
11 H -1.259 2.112 1.211  0.21
12 H 0.557 3.578 0.242  0.21
13 H -1.463 -0.574 2.200  0.40
14 H 2.679 2.719 -0.468  0.21
15 H -0.357 -2.769 1.806  0.21
16 H 3.028 0.232 -0.552  0.21
17 H 2.150 -3.421 0.239  0.22
18 H 2.828 -2.613 1.552  0.22
19 H 3.128 -1.951 -0.075  0.22
20 C -3.653 0.633 -2.223  -0.61
21 C -2.914 -0.631 -2.697  -0.61
22 H -3.068 1.400 -1.707  0.21
23 H -4.063 1.125 -3.109  0.20
24 H -4.487 0.493 -1.532  0.20
25 H -2.969 -1.339 -1.860  0.20
26 H -1.908 -0.361 -2.987  0.21
27 H -3.472 -1.172 -3.452  0.20